# 1
This record from OMol25 describes a molecular structure, C44H50Br24ClI2NS2 at a distorted geometry. The level of theory is the ωB97M-V functional and the def2-TZVPD basis.

- orbital gap (eV) = 7.336
- E (Ha) = -65389.15650

Structure (XYZ):
```
124
Properties=species:S:1:pos:R:3:forces:R:3:lowdin_charge:R:1
C -0.5796 1.6758 4.7453 0.99 0.58 1.18 0.0936
C -0.5403 1.9160 3.5624 -1.52 -0.83 -2.71 -0.0865
C -0.9387 1.9500 2.0704 -0.30 1.12 -0.48 -0.1230
C -1.7070 3.1719 1.6678 0.80 -2.10 -2.13 -0.0342
C -2.0918 3.3109 0.2506 0.59 -2.11 0.56 -0.5580
S -3.0030 4.7890 -0.3488 0.44 -0.32 0.30 0.6905
C -1.7099 2.2561 -0.7083 0.99 -1.26 0.85 -0.3893
C -0.9717 1.0034 -0.3321 -0.85 2.36 2.79 -0.1519
C -0.5770 0.8593 1.1105 -0.81 1.33 -0.75 -0.0482
C 0.2318 -0.3767 1.6288 -0.10 0.84 0.85 -0.1198
C -0.4518 -1.1706 2.8224 1.11 -0.91 0.32 -0.2580
C 0.3249 -2.5723 2.9534 1.41 0.98 -1.38 -0.4491
C 1.6757 -2.4532 3.7787 0.31 -0.67 -0.38 -0.2133
C 2.9048 -1.9123 2.9379 -0.01 -0.18 0.79 -0.2085
C 4.3302 -2.3808 3.4626 0.66 0.69 -0.80 -0.1872
C 5.2672 -1.0822 3.4993 -1.05 0.02 0.72 -0.2095
C 5.4599 -0.4120 2.0840 1.13 0.30 0.07 -0.2142
C 5.7029 1.1621 2.1419 -0.11 -0.24 -0.48 -0.2070
C 4.4130 1.9902 2.5601 0.16 -0.21 -0.36 -0.2109
C 4.0945 3.2256 1.6306 -0.35 0.50 0.93 -0.2305
C 5.2520 4.3085 1.5363 -0.58 0.80 -1.04 -0.2480
C 5.3946 4.7436 -0.0071 -0.26 -0.37 0.73 -0.1261
N -0.6698 0.0046 -1.3304 1.16 2.05 0.07 -0.0699
C 0.0004 0.5346 -2.4959 1.59 0.62 -2.41 -0.1900
C -0.5674 1.7131 -3.2323 1.34 -1.27 0.50 -0.3502
C 0.0799 2.2963 -4.4273 1.17 -1.93 1.50 -0.2499
C -0.4940 3.5456 -5.1599 0.59 -1.12 -0.43 -0.7018
I -0.6370 5.3119 -3.8464 2.15 -0.38 0.10 0.7306
C -1.8600 3.2569 -5.9655 0.74 1.47 -0.61 -0.6855
C -1.6287 3.7851 -7.4598 0.59 -0.19 0.65 -0.1807
I -3.3840 4.5908 -5.1024 -1.36 -1.14 -1.15 0.7091
C 1.3406 1.6355 -4.8945 -0.37 -1.13 1.34 -0.0210
C 1.9130 0.4474 -4.2022 -2.71 1.27 1.06 -0.5156
Cl 3.3983 -0.3935 -4.7716 -1.35 1.05 0.29 0.6308
C 1.2465 -0.1075 -2.9964 0.06 1.07 -0.57 -0.1246
C 1.8781 -1.3688 -2.3085 -0.49 -1.50 0.25 -0.2183
C 2.8739 -1.3040 -1.2228 -1.09 -3.04 -1.06 -0.0168
C 3.3458 -2.6131 -0.6722 -1.64 -0.71 -1.75 -0.0858
C 2.8242 -3.9319 -1.1858 -1.07 1.82 -1.26 -0.0734
C 1.8011 -3.9869 -2.2852 1.62 3.12 1.61 -0.0537
C 1.3571 -2.6792 -2.8168 1.15 -0.54 1.51 -0.0329
S -2.1129 2.3818 -2.4969 1.14 -0.23 0.59 0.7891
H -0.3762 1.6139 5.8299 -0.43 -0.02 -1.38 0.0564
H -1.9666 3.9868 2.3868 0.32 -1.04 -0.67 0.1111
H -4.3260 4.4532 -0.5196 0.90 -0.55 0.31 -0.1216
H 0.5169 -1.1241 0.8399 -0.43 0.89 0.52 0.0960
H 1.2117 0.0339 2.0337 -1.07 -0.49 -0.57 0.1118
H -1.5619 -1.3158 2.7085 1.59 0.49 -0.34 -0.0288
H -0.3055 -0.6787 3.8319 -0.19 -0.22 -1.43 0.0810
H 0.5876 -3.0068 1.9453 -0.19 0.59 0.78 0.0906
H -0.3247 -3.3125 3.5187 3.01 1.29 -4.28 -0.2294
H 1.5925 -1.8290 4.7125 -0.16 -0.56 -0.85 0.1117
H 1.9461 -3.5013 4.1148 -0.31 0.94 -0.24 0.1108
H 2.8901 -0.7817 3.0432 -0.04 -1.32 -0.60 0.0859
H 2.8090 -2.2532 1.8725 -0.13 0.69 0.96 0.0793
H 4.3054 -2.9222 4.4503 -0.09 0.75 -0.87 0.1072
H 4.8083 -3.0917 2.7184 -0.65 0.56 0.79 0.1004
H 6.2414 -1.2947 4.0372 -0.91 0.26 -0.91 0.1127
H 4.7107 -0.3418 4.1633 0.70 -0.75 -0.69 0.1086
H 6.3735 -0.8864 1.5980 -1.06 0.51 0.47 0.1146
H 4.6113 -0.5737 1.3630 0.55 -0.04 0.93 0.0860
H 6.5361 1.4268 2.8489 -0.63 -0.44 -0.71 0.1079
H 6.0445 1.4524 1.0973 -0.41 -0.12 1.19 0.1123
H 4.5794 2.3492 3.6235 -0.54 -0.41 -1.19 0.1167
H 3.5143 1.2944 2.5126 0.97 0.84 0.32 0.0901
H 3.1985 3.7560 2.0895 0.90 -0.72 -0.58 0.1089
H 3.7455 2.9170 0.5969 0.63 0.10 1.14 0.1033
H 4.9310 5.2522 2.0797 0.45 -1.21 -0.36 0.1006
H 6.2319 3.9935 1.9855 -0.94 0.01 -0.57 0.0975
H 5.2611 3.8132 -0.6326 0.43 1.08 0.44 0.0615
H 6.3789 5.2428 -0.2213 -1.02 -0.47 0.12 0.0659
H 4.5382 5.4421 -0.2620 1.07 -0.76 0.21 0.0771
H -0.2039 -0.8176 -0.9433 -0.01 0.41 -0.19 0.0980
H 0.2803 3.8559 -5.9268 -0.92 -0.35 1.00 0.0708
H -2.2031 2.1914 -5.9225 0.26 1.09 0.18 0.0943
H -0.9508 3.0598 -8.0139 -0.97 0.69 0.57 0.0916
H -1.0359 4.7504 -7.3820 -0.95 -0.97 -0.15 0.0796
H -2.5901 3.9672 -8.0075 0.99 -0.33 0.48 0.0538
H 1.9195 1.9972 -5.7905 -0.92 -0.23 1.07 0.1094
H 3.2384 -0.3154 -0.8538 -0.29 -1.08 -0.30 0.1100
H 4.1063 -2.6643 0.1500 -0.80 0.23 -0.97 0.0708
H 3.1714 -4.9380 -0.7879 -0.27 1.73 -0.31 0.0601
H 1.4094 -4.9693 -2.6670 0.46 1.31 0.44 0.1015
H 0.5725 -2.7003 -3.6221 0.96 0.33 0.89 0.1119
C 7.0556 1.4617 -5.9866 -0.08 -0.05 0.02 -1.6344
Br 6.2321 3.2060 -5.8393 0.14 -0.24 -0.02 0.5515
Br 7.6669 1.1054 -7.7877 -0.06 0.08 0.26 0.5600
Br 8.4691 1.2226 -4.6868 -0.19 0.06 -0.20 0.5553
H 6.2877 0.7279 -5.7601 0.12 0.14 -0.03 -0.0576
C -4.7495 -1.0741 -2.8165 0.08 -0.35 -0.15 -1.5888
Br -5.2094 -0.8433 -4.6832 0.00 0.08 0.28 0.5420
Br -2.8330 -1.0738 -2.5512 -1.06 -0.18 -0.07 0.7034
Br -5.6255 0.2284 -1.6868 0.24 0.05 -0.21 0.5455
H -5.1126 -2.0519 -2.5134 -0.05 0.19 -0.05 -0.0658
C -8.4177 -1.9188 0.7607 -0.02 0.16 -0.05 -1.6119
Br -9.7838 -3.1194 1.4215 0.24 0.16 -0.06 0.5712
Br -7.5238 -0.9753 2.1938 -0.11 -0.21 -0.14 0.5411
Br -7.1521 -2.8316 -0.3806 -0.21 -0.13 0.22 0.5676
H -8.9183 -1.1710 0.1531 0.09 -0.15 0.07 -0.0256
C -2.6236 -3.3050 3.8165 -0.02 -0.02 -0.03 -1.4007
Br -3.5999 -1.6482 4.0290 -0.19 -0.24 0.13 0.6199
Br -2.1757 -3.6390 1.9639 -0.97 -0.62 -0.34 0.7414
Br -1.0605 -3.3689 4.9560 -3.69 -1.02 6.04 0.8530
H -3.2831 -4.1066 4.1345 0.20 0.14 -0.04 -0.0168
C -8.2159 0.5513 5.9874 -0.12 0.05 -0.09 -1.6163
Br -9.4868 -0.8976 6.1502 0.25 0.18 0.01 0.5402
Br -8.2169 1.6902 7.5518 0.02 -0.20 -0.20 0.5735
Br -6.4404 -0.0970 5.5697 -0.23 0.06 0.15 0.5135
H -8.5365 1.1627 5.1493 0.07 -0.10 0.14 -0.0290
C 6.6499 -5.5763 -1.6878 0.05 -0.09 -0.01 -1.6172
Br 5.7426 -6.5554 -3.0888 0.06 0.13 0.24 0.5619
Br 6.7422 -3.6975 -2.0896 -0.02 -0.08 0.04 0.5752
Br 5.8631 -5.8997 0.0544 0.10 0.03 -0.22 0.5650
H 7.6674 -5.9519 -1.6451 -0.18 0.06 0.00 -0.0304
C -7.0565 1.7274 -7.5102 -0.05 0.06 0.03 -1.6121
Br -5.7091 2.9684 -6.8856 -0.28 -0.31 -0.12 0.4831
Br -8.0570 2.4143 -9.0192 0.16 -0.11 0.17 0.5594
Br -6.2907 -0.0107 -7.8886 -0.12 0.19 -0.10 0.5262
H -7.7612 1.5984 -6.6941 0.10 -0.04 -0.17 -0.0266
C -10.9035 -4.2701 8.5427 -0.04 -0.04 0.04 -1.6188
Br -11.8724 -2.6048 8.7366 0.18 -0.25 -0.05 0.5468
Br -10.4324 -4.6216 6.6974 -0.05 0.11 0.27 0.5441
Br -9.3583 -4.3418 9.7046 -0.21 0.05 -0.21 0.5639
H -11.5736 -5.0648 8.8555 0.12 0.14 -0.06 -0.0309
```
Forces are in eV/Å.

# 2
This record from OMol25 describes a gas-phase ion, C5H7FNO (charge +1) at a distorted geometry. The level of theory is the ωB97M-V functional and the def2-TZVPD basis.

- orbital gap (alpha / beta) (eV) = 8.877 / 8.878
- relative energy (zero: lowest compared OMol25 entry of this formula, charge and spin) (kJ/mol) = 233.4
- total charge = +1
- E (Ha) = -424.04256

Structure (XYZ):
```
15
Properties=species:S:1:pos:R:3:forces:R:3:lowdin_charge:R:1
C -2.3236 1.4752 0.0585 1.07 -2.62 0.14 0.1139
C 1.0321 -0.0927 -0.0113 -3.22 -1.14 0.81 -0.1053
C -1.0127 1.3359 -0.0672 -0.85 -2.31 -0.06 -0.0584
C 2.4658 0.4300 -0.3901 -2.16 0.37 -1.66 0.0943
C 1.4774 -1.4974 -0.0598 -2.15 -2.92 -0.64 -0.0526
N -0.3663 0.0352 0.0652 5.03 0.62 -0.49 -0.0703
O -1.1057 -1.1608 0.1568 1.39 1.69 -0.66 0.0856
F 3.1167 0.9522 0.5279 0.33 0.44 1.40 0.1848
H -2.7334 2.3720 -0.1772 -1.17 2.65 -0.43 0.0503
H -3.0485 0.6639 0.2350 0.60 0.41 0.15 0.0998
H -1.8142 -0.8249 0.6902 -1.33 -0.32 0.80 0.0996
H -0.3045 2.0049 -0.4720 0.43 1.09 0.04 0.1215
H 0.7935 -2.2121 0.6097 1.75 1.63 -1.44 0.1665
H 1.2843 -1.7464 -1.1815 0.11 0.02 1.68 0.1692
H 2.5389 -1.7348 0.0156 0.16 0.38 0.37 0.1013
```
Forces are in eV/Å.

# 3
This record from OMol25 describes 2 unconnected molecules or ions with the total composition C5H14OS2. The level of theory is the ωB97M-V functional and the def2-TZVPD basis.

- orbital gap (eV) = 9.544
- relative energy (zero: lowest compared OMol25 entry of this formula, charge and spin) (kJ/mol) = 73.2
- structure (SMILES) = CCOC.CSSC
- E (Ha) = -1070.49439

Structure (XYZ):
```
22
Properties=species:S:1:pos:R:3:forces:R:3:lowdin_charge:R:1
O -0.2789 0.2074 1.2168 0.09 0.31 0.25 -0.2626
C -1.0476 1.2619 1.7529 -0.52 0.00 0.13 -0.1166
C 1.8643 -0.6466 0.6387 0.18 -0.21 -0.14 -0.0765
C 1.1044 0.5230 1.2246 0.21 0.02 0.12 -0.3046
H -2.1071 0.9571 1.7192 0.46 0.11 0.00 0.0984
H -0.9294 2.1889 1.1671 0.02 -0.17 0.10 0.0883
H -0.7748 1.4708 2.8010 -0.01 -0.06 -0.24 0.0909
H 1.6897 -1.5563 1.2375 0.08 0.34 -0.22 0.0874
H 1.5351 -0.8382 -0.3964 0.18 0.06 0.40 0.0302
H 2.9464 -0.4334 0.6300 -0.40 -0.09 0.01 0.0839
H 1.2792 1.4412 0.6316 -0.04 -0.20 0.17 0.1171
H 1.4334 0.7246 2.2622 -0.12 -0.01 -0.28 0.1227
S -1.1875 -0.0353 -2.8962 0.06 0.03 0.04 0.4292
S -0.1727 -1.7282 -2.3875 -0.13 -0.04 -0.01 0.4149
C -0.3353 1.2258 -1.9240 0.36 0.49 0.40 -0.4847
C -1.0062 -2.2286 -0.8654 -0.43 -0.14 0.61 -0.4782
H -0.7972 2.1977 -2.1664 0.12 -0.37 0.01 0.0369
H 0.7372 1.2731 -2.1768 -0.46 -0.06 -0.02 0.0415
H -0.4337 1.0503 -0.8395 -0.09 -0.05 -0.61 -0.0012
H -0.8937 -1.4782 -0.0649 0.06 -0.32 -0.45 0.0094
H -2.0819 -2.4045 -1.0342 0.49 0.04 -0.09 0.0356
H -0.5437 -3.1723 -0.5305 -0.11 0.32 -0.19 0.0383
```
Forces are in eV/Å.

Among the records above, which one has the lowest E?
C44H50Br24ClI2NS2